(1)
Here is a molecular structure, C40H54BClIN9OSTi at a distorted geometry from OMol25. Energies are from wB97M-V/def2-TZVPD.

Last column: Löwdin charge in e.
Element x y z (Å)
Ti (0.3596, -0.6714, 0.9026)  1.074
C (-4.0522, -2.8008, 0.7673)  -0.040
C (-3.3164, -1.7049, 1.5467)  -0.379
C (-4.2599, -1.1572, 2.6255)  -0.047
C (-2.8794, -0.5979, 0.6271)  -0.244
C (-3.7402, 0.1727, -0.1308)  0.057
C (-2.9665, 1.1210, -0.7815)  -0.164
C (-3.5467, 2.2084, -1.6463)  -0.335
C (-3.5188, 3.5501, -0.9114)  -0.029
C (-2.9949, 2.2963, -3.0689)  -0.040
N (-1.6854, 0.9277, -0.4214)  0.081
N (-1.6160, -0.1542, 0.4443)  -0.005
B (-0.3904, 1.6410, -0.9281)  -0.465
N (0.4238, 2.1576, 0.2944)  0.080
N (0.7579, 1.2646, 1.2883)  -0.001
C (1.5329, 1.9182, 2.1899)  -0.203
C (1.6801, 3.2227, 1.7696)  0.073
C (0.9949, 3.3419, 0.5634)  -0.146
C (1.0553, 4.5687, -0.3072)  -0.332
C (1.9198, 4.2981, -1.5404)  -0.031
C (-0.2789, 5.2059, -0.6865)  -0.047
C (2.1655, 1.2772, 3.3868)  -0.353
C (3.6298, 0.9408, 3.0795)  -0.035
C (2.0536, 2.1800, 4.6157)  -0.041
N (0.4884, 0.6159, -1.6936)  0.081
N (0.9409, -0.5045, -1.0327)  -0.009
C (1.8180, -1.1341, -1.8570)  -0.211
C (1.8928, -0.4289, -3.0415)  0.069
C (1.0405, 0.6640, -2.9125)  -0.162
C (0.7298, 1.6769, -3.9723)  -0.357
C (2.0137, 2.2282, -4.5959)  -0.042
C (-0.1471, 1.0210, -5.0464)  -0.038
C (2.5777, -2.3867, -1.5304)  -0.369
C (2.1045, -3.5541, -2.4041)  -0.035
C (4.0737, -2.1456, -1.7511)  -0.075
H (-4.2702, -3.6443, 1.4226)  0.095
H (-3.4714, -3.1537, -0.0823)  0.052
H (-5.0017, -2.4256, 0.3824)  0.091
H (-2.4349, -2.1491, 2.0079)  0.075
H (-5.1767, -0.7822, 2.1692)  0.089
H (-3.8314, -0.3329, 3.1954)  0.071
H (-4.5370, -1.9508, 3.3203)  0.095
H (-4.8112, 0.0807, -0.1965)  0.133
H (-4.5957, 1.9180, -1.7418)  0.138
H (-2.4998, 3.8434, -0.6699)  0.042
H (-4.0858, 3.4977, 0.0183)  0.093
H (-3.9600, 4.3283, -1.5344)  0.097
H (-2.0209, 2.7799, -3.1106)  0.056
H (-3.6784, 2.8863, -3.6793)  0.095
H (-2.9124, 1.3080, -3.5230)  0.074
H (-0.6702, 2.5530, -1.6201)  0.099
H (2.2345, 4.0053, 2.2583)  0.134
H (1.5872, 5.2922, 0.3147)  0.141
H (1.4290, 3.5826, -2.1989)  0.047
H (2.8984, 3.9017, -1.2666)  0.097
H (2.0694, 5.2218, -2.0994)  0.099
H (-0.7899, 4.6420, -1.4652)  0.055
H (-0.0924, 6.2052, -1.0794)  0.095
H (-0.9418, 5.3051, 0.1734)  0.091
H (1.6346, 0.3532, 3.6030)  0.102
H (3.7243, 0.3239, 2.1845)  0.060
H (4.2042, 1.8552, 2.9236)  0.095
H (4.0748, 0.4033, 3.9183)  0.092
H (2.6048, 3.1101, 4.4724)  0.085
H (2.4810, 1.6783, 5.4838)  0.090
H (1.0160, 2.4305, 4.8389)  0.089
H (2.4947, -0.6725, -3.9000)  0.133
H (0.1675, 2.4953, -3.5227)  0.100
H (2.5500, 1.4449, -5.1335)  0.086
H (2.6872, 2.6463, -3.8486)  0.077
H (1.7693, 3.0108, -5.3137)  0.095
H (0.4009, 0.2229, -5.5500)  0.089
H (-0.4343, 1.7578, -5.7964)  0.096
H (-1.0549, 0.5956, -4.6176)  0.057
H (2.4127, -2.6361, -0.4842)  0.079
H (2.3620, -3.3801, -3.4504)  0.092
H (1.0256, -3.6914, -2.3492)  0.048
H (2.5924, -4.4765, -2.0886)  0.094
H (4.2834, -1.9370, -2.8013)  0.085
H (4.6382, -3.0348, -1.4707)  0.069
H (4.4357, -1.3070, -1.1561)  0.076
Cl (2.1822, -3.8390, 6.8172)  0.773
C (2.1248, -3.1665, 5.2347)  -0.587
C (3.1990, -3.2908, 4.4006)  -0.131
C (3.1919, -2.7340, 3.0973)  -0.624
I (4.8735, -2.8849, 1.9066)  1.077
C (2.0679, -2.0991, 2.6486)  -0.413
O (1.9074, -1.4696, 1.4696)  -0.270
C (0.9588, -1.9617, 3.5111)  -0.194
N (-0.0644, -1.2178, 2.9962)  0.003
C (-1.0742, -0.9131, 3.7908)  -0.084
C (-1.1631, -1.3753, 5.1089)  0.007
C (-0.1600, -2.1609, 5.6192)  0.037
C (0.9617, -2.4587, 4.8195)  -0.146
H (4.0809, -3.8120, 4.7462)  0.107
H (-1.8368, -0.2718, 3.3731)  0.106
H (-2.0183, -1.1003, 5.7090)  0.125
H (-0.2049, -2.5283, 6.6358)  0.113
S (-0.2636, -3.1582, 0.6171)  0.844
C (-1.0420, -3.3575, -0.8747)  -0.754
N (-1.3872, -4.6265, -1.2398)  0.093
C (-1.9881, -4.9152, -2.4126)  -0.014
C (-2.2696, -3.9002, -3.2750)  0.002
C (-1.9019, -2.6120, -2.8583)  -0.056
N (-1.3136, -2.3425, -1.7093)  0.105
H (-1.1660, -5.3705, -0.5886)  0.160
H (-2.2133, -5.9559, -2.5984)  0.150
H (-2.7487, -4.0821, -4.2238)  0.125
H (-2.0995, -1.7592, -3.4991)  0.123

## Properties
- E_LUMO: -0.239 Ha
- Gap between HOMO and LUMO: 6.6837 eV
- Relative energy (zero: lowest compared OMol25 entry of this formula, charge and spin): 0.246 eV
- Maximum force: 1.029 eV Å⁻¹
- Charge: +2

***

(2)
Here is a single C5H8O molecule from OMol25. Energies are from wB97M-V/def2-TZVPD.

Last column: Löwdin charge in e.
Element x y z (Å)
C (-1.8441, 0.3126, -0.4893)  -0.071
C (-0.3927, 0.1740, -0.1556)  -0.325
C (0.6160, 1.0346, -0.3825)  -0.144
C (1.9597, 0.6480, -0.0279)  -0.045
O (1.5406, -0.7546, 0.7761)  -0.081
C (0.1253, -1.0683, 0.5009)  -0.110
H (-2.1876, -0.4523, -1.2006)  0.075
H (-2.0374, 1.2909, -0.9397)  0.076
H (-2.4787, 0.2261, 0.4043)  0.076
H (0.4637, 1.9974, -0.8676)  0.116
H (2.3750, 1.2375, 0.7995)  0.045
H (2.1033, -1.3568, 0.2725)  0.132
H (-0.3588, -1.3280, 1.4523)  0.127
H (0.1155, -1.9610, -0.1424)  0.130

## Properties
- E_LUMO: 0.026 Ha
- Gap between HOMO and LUMO: 7.4911 eV
- Relative energy (zero: lowest compared OMol25 entry of this formula, charge and spin): 4.178 eV
- Maximum force: 0.199 eV Å⁻¹

***

(3)
Here is 4 unconnected molecules or ions with the total composition C26H30F24N3O4 at a distorted geometry from OMol25. Energies are from wB97M-V/def2-TZVPD.

Last column: Löwdin charge in e.
Element x y z (Å)
C (-4.9032, 4.8468, 2.4382)  0.086
C (-4.5209, 4.1234, 1.3968)  -0.091
N (-4.2263, 4.7828, 0.1585)  0.032
C (-3.7931, 6.0941, 0.0138)  -0.017
C (-3.6135, 6.3540, -1.2879)  -0.005
N (-3.9446, 5.1706, -1.9315)  0.143
C (-4.3159, 4.2457, -1.0575)  -0.209
C (-4.7523, 2.8907, -1.6091)  -0.069
C (-4.7772, 1.6964, -0.6324)  -0.170
C (-3.3895, 1.1552, -0.1790)  -0.161
C (-2.2819, 1.1708, -1.2567)  -0.188
N (-1.5824, 2.4504, -1.4302)  0.064
C (-1.0374, 2.9921, -0.2696)  -0.496
C (-0.1279, 2.2034, 0.6611)  0.017
O (-1.3279, 4.1490, 0.0286)  0.040
H (-4.9015, 5.9349, 2.4649)  0.074
H (-5.1877, 4.3253, 3.3506)  0.083
H (-4.4015, 3.0594, 1.5500)  0.102
H (-3.6444, 6.8067, 0.8144)  0.142
H (-3.2845, 7.2725, -1.7530)  0.140
H (-3.8998, 5.0490, -2.9336)  0.183
H (-4.1145, 2.6883, -2.4824)  0.118
H (-5.7756, 3.0166, -2.0012)  0.139
H (-5.2695, 0.8700, -1.1721)  0.116
H (-5.4418, 1.9038, 0.2160)  0.107
H (-3.1070, 1.6473, 0.7650)  0.097
H (-3.5541, 0.0983, 0.0761)  0.095
H (-2.7162, 0.8026, -2.1954)  0.115
H (-1.5238, 0.4221, -0.9816)  0.106
H (-2.1026, 3.1359, -1.9571)  0.098
H (-0.6466, 1.8719, 1.5706)  0.095
H (0.3682, 1.3750, 0.1384)  0.073
H (0.6502, 2.9021, 0.9947)  0.097
C (3.2144, -3.5845, 0.3280)  -0.027
C (3.6268, -2.2831, 1.0477)  -0.434
C (2.6437, -1.7151, 2.0745)  -0.291
F (1.4621, -1.3735, 1.5207)  0.087
F (3.1600, -0.5851, 2.6192)  0.091
F (3.9430, -1.3473, 0.1217)  0.128
F (4.7749, -2.5589, 1.7211)  0.104
O (2.6607, -3.4644, -0.9832)  0.049
C (1.3063, -3.2370, -1.1411)  -0.536
C (1.0319, -1.8980, -1.8270)  -0.270
F (1.5273, -0.8681, -1.1138)  0.096
F (-0.3069, -1.6994, -1.9380)  0.079
F (0.6579, -3.3532, 0.0335)  0.141
F (0.8358, -4.2240, -1.9344)  0.148
H (4.1430, -4.1315, 0.1668)  0.153
H (2.6122, -4.2331, 0.9642)  0.148
H (2.4633, -2.4296, 2.8816)  0.178
H (1.4789, -1.8702, -2.8224)  0.180
C (8.3118, -0.3115, 1.5476)  -0.039
C (7.6750, -0.9606, 2.7944)  -0.436
C (6.4679, -0.2457, 3.4072)  -0.309
F (6.7737, 0.9871, 3.8504)  0.101
F (6.0190, -0.9475, 4.4778)  0.095
F (8.6333, -1.1635, 3.7233)  0.137
F (7.2433, -2.1957, 2.4101)  0.095
O (9.4840, 0.4765, 1.7367)  0.044
C (9.3694, 1.8194, 2.0665)  -0.531
C (9.9783, 2.1277, 3.4363)  -0.284
F (9.3681, 1.4251, 4.4096)  0.102
F (9.8232, 3.4401, 3.7244)  0.100
F (8.0905, 2.2271, 1.9676)  0.143
F (10.0598, 2.5039, 1.1293)  0.147
H (8.6578, -1.1449, 0.9363)  0.148
H (7.5742, 0.2036, 0.9314)  0.145
H (5.6506, -0.1700, 2.6854)  0.152
H (11.0426, 1.8835, 3.4486)  0.177
C (-3.4620, -3.5136, -2.8994)  -0.041
C (-4.2116, -2.4751, -2.0383)  -0.421
C (-4.4293, -2.8245, -0.5647)  -0.299
F (-5.1822, -3.9200, -0.4060)  0.114
F (-5.0863, -1.8013, 0.0504)  0.079
F (-5.3830, -2.1680, -2.6338)  0.135
F (-3.4573, -1.3300, -2.0643)  0.077
O (-4.2420, -4.3774, -3.7167)  0.045
C (-4.7540, -5.5568, -3.1856)  -0.528
C (-6.2844, -5.5716, -3.1933)  -0.283
F (-6.7836, -4.5525, -2.4637)  0.097
F (-6.7359, -6.7207, -2.6481)  0.108
F (-4.2419, -5.7881, -1.9633)  0.147
F (-4.3142, -6.5543, -3.9772)  0.155
H (-2.8862, -2.9292, -3.6175)  0.148
H (-2.7176, -4.0641, -2.3228)  0.145
H (-3.4744, -2.9721, -0.0518)  0.176
H (-6.6657, -5.4866, -4.2130)  0.178

## Properties
- E_LUMO: -0.096 Ha
- Gap between HOMO and LUMO: 9.7108 eV
- Maximum force: 1.591 eV Å⁻¹
- Charge: +1

***

(4)
Here is a molecular structure, BH20NiO8 at a distorted geometry from OMol25. Energies are from wB97M-V/def2-TZVPD.

Last column: Mulliken spin population.
Element x y z (Å)
Ni (2.6995, 4.2338, -5.1138)  1.845
B (1.8922, 6.3435, -4.9144)  0.006
H (1.5542, 7.3565, -4.7597)  0.020
H (2.1771, 6.1320, -5.9334)  0.013
H (2.7611, 6.1329, -4.3103)  0.016
H (1.1426, 5.6118, -4.6559)  0.012
O (0.8318, 3.2254, -4.5560)  0.023
H (0.0465, 3.6384, -4.1969)  -0.001
H (0.6805, 2.2866, -4.4468)  0.001
O (4.6555, 5.3228, -5.5085)  0.020
H (4.8410, 5.6799, -6.3770)  -0.001
H (5.4397, 5.5191, -4.9959)  0.001
O (-1.2326, 7.1947, -5.2072)  0.000
H (-0.9696, 8.1065, -5.3319)  0.000
H (-0.4246, 6.7428, -4.9642)  -0.004
O (3.6528, 8.6428, -5.6907)  0.000
H (3.2273, 8.0062, -5.1164)  -0.002
H (3.1242, 9.4360, -5.6031)  0.000
O (3.0501, 4.1431, -3.0712)  0.027
H (3.1150, 4.7917, -2.3702)  -0.002
H (3.1938, 3.3032, -2.6350)  0.001
O (0.6136, 7.0508, -2.4952)  0.000
H (1.1717, 6.8572, -3.2483)  -0.005
H (0.3488, 7.9621, -2.6206)  0.001
O (3.4282, 6.5080, -1.5238)  0.000
H (2.6461, 6.7237, -2.0317)  0.000
H (3.8736, 7.3463, -1.4012)  0.000
O (2.1329, 4.0448, -7.0778)  0.028
H (1.3217, 4.5092, -7.2838)  -0.002
H (2.6013, 3.9987, -7.9114)  0.001

## Properties
- E_LUMO (alpha / beta): -0.150 / -0.215 Ha
- Gap between HOMO and LUMO (alpha / beta): 9.4613 / 7.7103 eV
- 2S+1: 3
- Relative energy (zero: lowest compared OMol25 entry of this formula, charge and spin): 1.107 eV
- Maximum force: 4.254 eV Å⁻¹
- Charge: +1